{
  "formula": "C4H6N2",
  "method": "ωB97M-V/def2-TZVPD",
  "elements": ["H", "N", "C", "H", "H", "C", "H", "H", "H", "C", "N", "C"],
  "xyz": [[-16.466866, 10.960766, -17.861340], [-14.414134, 9.809935, -19.973340], [-14.555920, 10.794324, -11.889089], [-14.318098, 10.031638, -11.143887], [-16.248218, 9.315371, -17.535713], [-14.965601, 10.013407, -18.994459], [-15.550370, 11.139351, -11.606042], [-13.895758, 11.627579, -11.638916], [-15.076568, 10.325349, -16.830668], [-14.381265, 10.338355, -13.241969], [-14.189746, 9.999242, -14.323654], [-15.668380, 10.231631, -17.737249]],
  "forces_ev_per_angstrom": [[0.4, 0.5, 0.1], [0.3, -0.1, -0.7], [0.1, 0.4, 1.7], [0.1, -0.3, -0.4], [0.2, 0.0, -0.2], [0.0, 0.3, 1.0], [-0.2, -0.1, -0.6], [0.1, 0.0, -0.4], [0.4, 0.6, -0.3], [0.1, -0.1, -0.6], [-0.2, 0.1, 0.3], [-1.3, -1.3, 0.1]],
  "lowdin_charge": [0.078, 0.120, -0.083, 0.086, 0.085, -0.290, 0.084, 0.086, 0.044, -0.269, 0.141, -0.082],
  "homo_ev": -11.4,
  "gap_ev": 11.89,
  "molar_mass_g_mol": 82.11,
  "multiplicity": 1,
  "e_above_lowest_kcal_mol": 22.31,
  "total_charge": 0
}


{
  "formula": "C35H23Cl5N2O3Sm",
  "method": "ωB97M-V/def2-TZVPD",
  "elements": ["H", "C", "H", "C", "Sm", "C", "H", "C", "H", "H", "N", "C", "H", "H", "H", "C", "N", "C", "C", "H", "C", "O", "C", "C", "C", "H", "C", "C", "C", "C", "H", "C", "C", "C", "C", "Cl", "Cl", "H", "H", "Cl", "C", "Cl", "C", "C", "C", "H", "H", "C", "H", "C", "H", "H", "C", "Cl", "H", "O", "C", "H", "H", "C", "C", "C", "H", "C", "C", "C", "C", "O", "H"],
  "xyz": [[-5.852778, -0.052785, -5.039734], [5.557723, -1.330683, 0.556087], [-6.999218, 0.800135, -1.001743], [-0.464289, 3.558094, 1.801961], [-0.314029, 0.275864, 0.348785], [-0.224730, 6.009639, 1.958652], [2.442048, -1.090930, -4.623734], [-0.106340, 2.482036, 1.360855], [5.674472, -1.265855, 1.635577], [2.542972, -1.911767, 1.985979], [-0.323809, -0.059260, -2.098618], [-1.624060, 7.302034, 3.430588], [-2.396681, 4.003557, 3.580745], [-3.463717, 0.018420, -4.364527], [-0.091540, 8.134291, 2.182651], [1.952185, -1.317639, 2.668979], [-1.584552, 0.016725, -2.705088], [-2.268735, 6.136906, 3.819392], [-2.473710, 0.472052, -1.868943], [-1.916487, 8.255960, 3.851306], [-2.077559, -1.356896, 1.084974], [1.697234, -0.425095, -0.222186], [2.454805, -0.716322, -1.239221], [-4.893132, 0.696885, -1.381346], [-5.584698, 0.156915, -4.011398], [0.381905, -2.766080, 2.840956], [-1.893281, 4.914605, 3.283080], [2.843215, -1.070286, -3.616655], [1.980061, -0.738038, -2.558691], [0.372685, 0.295990, 4.288040], [1.897076, 1.782563, 4.031618], [4.163291, -1.365341, -3.390549], [-0.600839, 7.231015, 2.496649], [-4.678380, -2.458588, 0.965506], [3.824914, -1.036426, -1.025163], [-5.711225, -0.608391, 2.658765], [-2.828600, 0.674513, 2.652734], [-4.600667, 0.913980, -0.361961], [5.799734, -2.346706, 0.227314], [-1.087039, -3.101738, -0.705523], [-4.249330, 0.201167, -3.644568], [-3.958866, -4.374093, -0.810997], [2.376753, -0.035415, 3.000931], [-6.578876, 0.370414, -3.063292], [1.590204, 0.768683, 3.811565], [6.247572, -0.629417, 0.075394], [-1.028856, -1.327237, 4.278007], [0.590401, -0.463522, -2.893172], [-0.261793, 0.941280, 4.881904], [-3.647399, -3.016677, 0.211720], [5.697957, -1.584685, -1.903568], [-7.622039, 0.323644, -3.351288], [0.734913, -1.787167, 3.141577], [-6.266202, -3.132911, 0.894989], [3.296772, 0.346303, 2.577314], [4.216230, -1.004963, 0.283905], [-6.230742, 0.638871, -1.747568], [4.823375, -1.613693, -4.210782], [-3.072258, 6.178597, 4.544778], [-4.426781, -1.342127, 1.762796], [-2.379587, -2.446291, 0.298029], [-0.863592, 4.829361, 2.343785], [0.287586, -0.639086, -3.927204], [-3.137385, -0.825131, 1.788548], [4.657671, -1.347509, -2.078228], [-0.057237, -0.978773, 3.951676], [-3.897030, 0.471274, -2.325109], [-2.247346, 0.880428, -0.671206], [0.572374, 5.948473, 1.229167]],
  "forces_ev_per_angstrom": [[0.0, 0.0, 0.0], [0.0, 0.0, 0.0], [0.0, 0.0, 0.0], [-0.1, 0.7, 0.3], [0.1, 0.0, 0.4], [0.1, 0.1, -0.1], [0.0, 0.0, 0.0], [0.1, -0.2, -0.1], [0.0, 0.0, 0.0], [0.0, 0.0, 0.0], [-0.3, 0.1, -0.1], [0.0, 0.0, 0.0], [0.0, 0.0, 0.0], [0.0, 0.0, 0.0], [0.0, 0.0, 0.0], [0.0, 0.0, -0.1], [0.1, 0.0, 0.0], [0.0, -0.1, 0.0], [-0.2, 0.1, -0.1], [0.0, 0.0, 0.0], [-0.1, -0.2, 0.0], [0.2, 0.0, -0.1], [-0.1, 0.1, 0.2], [0.0, 0.0, 0.0], [0.0, 0.0, 0.0], [0.0, 0.0, 0.0], [-0.1, 0.0, 0.1], [0.0, 0.0, 0.0], [-0.1, 0.0, -0.2], [0.0, 0.0, 0.0], [0.0, 0.0, 0.0], [0.0, 0.0, 0.0], [0.1, 0.0, -0.1], [0.0, 0.0, 0.0], [0.1, 0.0, -0.1], [0.0, 0.0, 0.0], [-0.1, -0.1, 0.0], [0.0, 0.0, 0.0], [0.0, 0.0, 0.0], [0.0, 0.0, 0.1], [0.0, 0.0, 0.0], [0.0, 0.0, 0.0], [0.0, 0.0, 0.0], [0.0, 0.0, 0.0], [0.0, 0.0, 0.0], [0.0, 0.0, 0.0], [0.0, 0.0, 0.0], [0.2, -0.1, -0.1], [0.0, 0.0, 0.0], [0.0, 0.0, 0.0], [0.0, 0.0, 0.0], [0.0, 0.0, 0.0], [0.0, 0.0, 0.0], [0.0, 0.0, 0.0], [0.0, 0.0, 0.0], [0.0, 0.0, 0.0], [0.0, 0.0, 0.0], [0.0, 0.0, 0.0], [0.0, 0.0, 0.0], [0.0, 0.0, 0.0], [0.0, -0.2, -0.1], [0.1, -0.2, 0.0], [0.1, 0.0, 0.0], [-0.1, 0.1, 0.1], [0.0, 0.0, 0.0], [0.0, 0.0, 0.0], [0.0, 0.0, 0.0], [0.2, 0.0, -0.2], [0.0, 0.0, 0.0]],
  "lowdin_charge": [0.094, -0.093, 0.099, -0.193, 1.569, -0.048, 0.104, -0.178, 0.089, 0.096, -0.097, -0.117, 0.105, 0.103, 0.094, -0.112, 0.064, -0.100, -0.476, 0.091, -0.322, -0.257, -0.280, -0.017, -0.095, 0.105, -0.044, -0.070, -0.141, -0.114, 0.104, -0.110, -0.103, -0.708, -0.201, 0.650, 0.677, 0.110, 0.094, 0.650, -0.034, 0.653, -0.097, -0.104, -0.102, 0.093, 0.098, -0.086, 0.101, -0.706, 0.094, 0.093, -0.109, 0.651, 0.103, -0.096, -0.080, 0.091, 0.096, -0.714, -0.699, -0.268, 0.123, -0.709, -0.035, -0.126, -0.135, -0.227, 0.110],
  "homo_ev": [-5.2, -5.2],
  "gap_ev": [7.62, 7.64],
  "molar_mass_g_mol": 847.21,
  "multiplicity": 6,
  "e_above_lowest_kcal_mol": 0.00,
  "total_charge": -1
}


{
  "formula": "C56H52AsIrN5OSi",
  "method": "ωB97M-V/def2-TZVPD",
  "elements": ["H", "C", "H", "H", "O", "H", "H", "C", "H", "C", "C", "C", "C", "H", "C", "H", "C", "C", "H", "C", "H", "C", "C", "C", "C", "C", "Si", "H", "C", "C", "C", "H", "N", "C", "C", "C", "H", "H", "H", "C", "N", "H", "H", "H", "H", "H", "H", "H", "N", "C", "H", "H", "H", "H", "H", "H", "H", "C", "C", "H", "H", "H", "H", "H", "C", "C", "C", "C", "C", "C", "C", "H", "H", "C", "C", "H", "C", "H", "C", "H", "C", "H", "H", "N", "C", "C", "H", "As", "H", "C", "C", "C", "C", "C", "C", "Ir", "C", "C", "H", "C", "C", "C", "H", "C", "H", "H", "H", "H", "H", "C", "C", "H", "C", "N", "C", "H", "C"],
  "xyz": [[-0.928338, -4.843026, -1.277180], [0.084058, -1.921047, -3.054008], [1.192834, 3.734069, 4.136442], [3.794310, -3.157125, -2.205813], [-0.463325, 2.766117, 0.417504], [-3.059457, -1.188208, 4.587434], [-5.363976, -1.219856, 0.411509], [-2.422321, 3.716613, 1.468671], [-4.159060, 4.471922, 2.463093], [-2.252622, 1.251719, -4.523511], [-1.571705, 2.637472, 1.243696], [3.790191, 1.690851, 3.510694], [3.097593, 2.697679, 4.128340], [-4.023220, -4.859264, 2.225501], [-0.867871, 1.110545, -2.558046], [2.242481, 6.272970, -0.430486], [1.256277, 2.151500, 2.734192], [1.412379, 2.978584, -3.294541], [0.415448, 3.386280, -3.378535], [-1.402853, -2.738727, -4.760945], [2.881758, -5.506329, 1.794121], [-0.222657, 3.976639, -0.229461], [1.628867, 1.806601, -2.572961], [-3.811191, -3.947298, 1.683500], [0.395539, 6.348652, -1.516274], [2.927670, 1.315058, -2.446344], [-0.921246, -0.704236, 3.421197], [4.593797, 3.651696, -4.234310], [-3.387903, 1.141886, -3.733014], [0.986854, 4.598580, 0.025937], [-4.562816, -1.902028, 0.664124], [0.241700, 2.314549, 2.426547], [0.694477, 0.429712, -0.875881], [0.459188, -6.238427, -0.451080], [1.297372, 5.784173, -0.627609], [-3.762562, 2.409307, 2.929623], [-2.062456, 4.016280, -1.333659], [-2.772376, -3.138203, -1.706645], [0.280349, -2.852411, 2.824226], [1.530227, -6.432780, 0.409589], [-0.885818, 0.276644, 1.925211], [3.105278, 0.407275, -1.890769], [1.140400, -1.947813, 4.083390], [-1.915063, 0.853838, -0.705219], [4.812140, 1.466563, 3.786736], [0.630437, 7.283351, -2.007365], [1.960658, -7.418548, 0.524808], [-1.218115, 1.156896, 5.086569], [4.023730, 0.036544, 1.870086], [3.989860, 1.974049, -3.040978], [1.809073, -2.154992, -1.280719], [-3.061765, -0.717875, -0.291826], [-2.345884, 1.349903, -5.596822], [-5.853220, -3.301502, 1.656262], [2.301331, 4.558078, -4.426227], [4.963077, 0.072717, 2.231173], [1.029070, -1.449718, -2.833605], [1.795437, 2.948096, 3.705496], [-2.235726, -2.499859, 0.588507], [-2.214311, 4.658651, 0.988821], [-0.483259, -0.286807, 5.785345], [-4.622557, 2.280187, 3.572961], [-0.114334, 1.314823, -4.562651], [3.556738, 3.277038, 4.917818], [-0.501338, 0.357242, 4.899943], [-2.037208, -2.848639, -2.442866], [3.879081, -2.490617, -1.359882], [-2.894031, 1.353677, 2.735716], [-2.009706, 0.963046, -1.773892], [-1.747055, 1.410064, 1.924391], [2.754987, -1.925464, -0.832745], [-2.183085, -2.662031, 4.220303], [-3.133384, 0.430489, 3.234867], [0.559389, -1.856048, 3.164361], [2.046200, -5.360486, 1.122088], [-1.522428, 6.150736, -2.459766], [-3.516907, 3.616667, 2.306098], [6.037879, -1.040034, 0.775229], [0.413563, -3.897844, 0.122219], [-4.148829, 0.907460, -1.738662], [5.106417, -2.182329, -0.771737], [0.053292, -7.069657, -1.012029], [0.526961, -1.882340, -5.142178], [1.915138, 1.136488, 2.110960], [-0.995661, 1.239482, -3.940894], [-4.837396, -3.073536, 1.362051], [6.031617, -2.596811, -1.148533], [-0.472438, -2.178682, -0.121218], [1.284728, -1.448808, 2.420720], [-0.199542, -2.160034, -4.389029], [-3.264125, 0.992267, -2.358149], [-1.124177, 4.516307, -1.139451], [-0.829642, -2.265172, -2.056833], [-2.321304, -3.078315, -3.782740], [-2.505470, -3.661459, 1.302247], [0.774527, -0.257786, 0.872346], [5.111406, -1.327715, 0.296128], [-0.097389, -4.976524, -0.597217], [-3.091709, -1.841547, 2.946381], [0.482624, 1.096246, -1.928091], [-0.814288, 5.713383, -1.767955], [2.479280, 3.642756, -3.877861], [-4.369070, 1.173113, -4.188309], [3.766724, 3.139985, -3.760552], [-1.717635, -4.366566, 1.533669], [-3.264427, -3.534329, -4.053392], [0.485930, 0.797032, 4.807032], [1.911521, -3.277015, 1.543688], [1.675477, 4.152408, 0.732774], [-3.264331, -1.611901, 0.280229], [3.903373, -0.795336, 0.781789], [-1.621018, -2.925200, -5.804037], [-2.461406, -1.682884, 3.820538], [2.720492, -1.090944, 0.238933], [1.490661, -4.096965, 0.979500], [4.991918, 1.575349, -2.950570], [3.189223, 0.950793, 2.481749]],
  "forces_ev_per_angstrom": [[0.0, 0.0, 0.0], [0.1, 0.0, 0.1], [0.0, 0.0, 0.0], [0.0, 0.0, 0.0], [0.0, -0.2, -0.2], [0.1, 0.1, 0.0], [0.0, 0.0, 0.0], [0.0, -0.1, 0.0], [0.0, 0.0, 0.0], [0.0, 0.0, 0.0], [0.1, 0.1, 0.1], [0.0, 0.0, -0.1], [-0.1, 0.0, 0.0], [0.0, 0.0, 0.0], [0.1, 0.1, 0.0], [0.0, 0.0, 0.0], [-0.2, 0.0, -0.2], [0.0, 0.1, 0.1], [0.0, 0.0, 0.0], [0.0, 0.0, 0.0], [0.0, 0.0, 0.0], [0.0, -0.1, 0.0], [0.0, 0.0, 0.0], [0.0, -0.1, 0.0], [0.0, 0.0, 0.0], [0.0, 0.0, 0.1], [-0.1, 0.8, -0.1], [0.0, 0.0, 0.0], [0.0, 0.0, 0.0], [0.0, 0.0, 0.0], [0.0, 0.0, 0.0], [0.1, -0.1, 0.1], [-0.1, 1.2, -0.1], [0.0, 0.0, 0.0], [0.0, 0.0, 0.0], [0.0, 0.0, 0.0], [-0.1, 0.0, 0.0], [0.0, 0.0, 0.0], [0.0, 0.1, 0.0], [0.0, 0.0, 0.0], [-0.6, 0.3, 0.2], [0.0, -0.1, 0.0], [0.1, 0.1, 0.0], [0.1, 0.1, 0.2], [0.0, 0.0, 0.0], [0.0, 0.0, 0.0], [0.0, 0.0, 0.0], [0.0, 0.0, 0.0], [-0.2, -0.2, 0.0], [0.0, 0.0, 0.0], [-0.1, 0.0, 0.0], [0.0, 0.0, 0.1], [0.0, 0.0, 0.0], [0.0, 0.0, 0.0], [0.0, 0.0, 0.0], [0.0, 0.0, 0.0], [0.0, 0.1, 0.1], [0.1, 0.0, 0.0], [0.1, 0.0, 0.1], [0.0, 0.0, 0.0], [-0.1, 0.0, 0.0], [0.0, 0.0, 0.0], [0.0, 0.0, 0.0], [0.0, 0.0, 0.0], [-0.1, -0.2, 0.1], [0.0, 0.0, 0.0], [0.1, 0.0, 0.0], [-0.1, -0.1, -0.1], [0.0, 0.1, -0.1], [-0.1, -0.2, -0.2], [-0.1, 0.0, 0.0], [0.0, 0.0, 0.0], [0.0, -0.1, 0.0], [-0.5, 0.2, -0.2], [0.0, 0.0, 0.0], [0.0, 0.0, 0.0], [0.0, 0.1, 0.0], [0.0, 0.0, 0.0], [0.0, 0.0, 0.0], [0.0, 0.0, 0.0], [0.0, 0.0, 0.0], [0.0, 0.0, 0.0], [0.0, 0.0, 0.0], [0.0, 0.3, 0.0], [0.0, 0.0, 0.0], [0.0, 0.0, 0.0], [0.0, 0.0, 0.0], [-0.1, -0.1, -0.3], [0.5, -0.2, 0.1], [0.0, 0.0, 0.0], [0.0, 0.0, 0.0], [0.1, -0.1, 0.0], [-0.1, 0.0, 0.0], [0.0, 0.0, 0.0], [0.0, -0.1, -0.2], [0.7, -1.8, 0.6], [0.0, 0.0, 0.0], [0.0, 0.0, 0.0], [0.0, 0.1, 0.2], [0.0, -0.1, 0.1], [0.0, 0.0, -0.1], [0.0, 0.0, 0.0], [0.0, 0.0, 0.0], [0.0, 0.0, 0.0], [0.0, 0.0, 0.0], [0.0, 0.0, 0.0], [0.2, 0.1, 0.0], [0.0, -0.1, -0.1], [0.0, 0.0, 0.0], [0.0, 0.0, 0.1], [0.1, 0.1, 0.1], [0.0, 0.0, 0.0], [0.1, -0.2, 0.0], [-0.1, 0.1, -0.3], [0.0, 0.0, 0.0], [0.0, 0.0, 0.0], [0.1, 0.1, 0.0]],
  "lowdin_charge": [0.102, -0.117, 0.131, 0.129, -0.056, 0.053, 0.117, -0.004, 0.114, -0.041, -0.223, 0.012, -0.012, 0.120, -0.171, 0.111, -0.129, -0.031, 0.114, -0.051, 0.115, -0.275, -0.154, -0.061, -0.074, -0.021, 0.420, 0.116, -0.044, 0.002, -0.049, 0.083, 0.001, -0.047, -0.062, -0.068, 0.125, 0.099, 0.026, -0.051, -0.253, 0.082, 0.070, 0.079, 0.127, 0.111, 0.117, 0.048, 0.142, -0.058, 0.040, 0.073, 0.118, 0.119, 0.118, 0.142, 0.080, -0.030, -0.392, 0.114, 0.051, 0.114, 0.124, 0.130, -0.140, -0.104, -0.021, -0.061, -0.048, -0.294, -0.180, 0.054, 0.066, -0.165, -0.054, 0.115, -0.066, 0.128, -0.364, 0.115, -0.012, 0.118, 0.117, 0.018, -0.026, -0.052, 0.130, 1.341, -0.042, -0.060, -0.052, -0.036, -0.323, -0.046, -0.108, 1.195, 0.019, -0.089, 0.003, -0.235, -0.060, -0.041, 0.117, -0.051, 0.108, 0.118, 0.012, 0.069, 0.110, -0.116, -0.272, 0.117, -0.154, -0.020, -0.136, 0.110, -0.266],
  "homo_ev": [-11.8, -11.8],
  "gap_ev": [6.18, 5.74],
  "molar_mass_g_mol": 1106.29,
  "multiplicity": 2,
  "e_above_lowest_kcal_mol": 27.31,
  "total_charge": 2
}